6
Properties=species:S:1:pos:R:3:forces:R:3 method="wB97M-V/def2-TZVPD" orbital_gap_ev="12.80 / 5.02" spin_multiplicity=1 de_lowest_kcal_mol=119.28 e_homo_ev="-13.2 / -9.5" e_lumo_ev="-0.45 / -4.46"
C -2.36542 0.97993 -1.26089 -1.977 0.560 -0.906
C 1.05487 -0.43794 0.58305 -0.779 0.288 -0.357
N -1.35682 0.69556 -0.79934 2.307 -0.687 1.073
F 2.00368 -0.80817 -0.24232 -0.055 0.003 0.345
F 0.35373 -1.44266 1.05347 0.380 0.112 -0.016
F 1.46074 0.38353 1.52032 0.123 -0.277 -0.138